{"formula": "C5H8OS", "method": "wB97M-V/def2-TZVPD", "species": ["C", "C", "C", "C", "C", "H", "H", "H", "H", "H", "H", "H", "H", "O", "S"], "coordinates": [[1.826, -0.027, -0.342], [-0.116, 1.372, 0.465], [-0.551, 0.131, -0.241], [-1.809, -0.628, -0.378], [-0.463, -1.157, 0.772], [2.861, -0.165, -0.281], [1.836, -0.165, -1.515], [-0.426, 1.352, 1.729], [-0.482, 2.698, 0.136], [-0.001, -0.107, -1.206], [-2.899, -0.638, 0.127], [-1.959, -1.130, -1.487], [-0.442, -1.013, 1.828], [1.495, 1.220, 0.172], [1.131, -1.744, 0.220]], "forces_ev_per_a": [[0.6292, -1.6779, -2.8114], [0.6520, 3.0975, 1.5479], [-1.7750, -0.5303, 0.7459], [-1.5874, -2.6768, 0.2401], [-0.2181, 1.6188, -5.3083], [1.8512, 0.0697, 1.1998], [-1.0081, 0.8896, 1.7382], [1.3941, -0.0561, -3.8532], [1.3502, -4.4670, 0.4675], [-0.8451, 0.8553, 1.5585], [3.0206, 0.7625, -0.7247], [0.7505, 0.8887, 3.1801], [-1.0828, 0.5765, 0.4096], [-3.2864, -0.2161, 1.3318], [0.1551, 0.8656, 0.2782]], "gap_ev": 9.20, "e_tot_ev": -18189.889}